A structure of composition C4H7O2Pm at a distorted geometry, computed with the ωB97M-V functional and the def2-TZVPD basis.

The geometry in XYZ format:
```
14
Properties=species:S:1:pos:R:3:forces:R:3:lowdin_spin:R:1
O 1.638975 0.548514 -1.271049 -0.3 0.4 0.5 0.00
C 2.030794 -0.557895 -0.962754 -0.2 -0.2 -0.6 0.00
C 1.210660 -1.549623 -0.187218 0.1 -0.2 0.1 0.00
O -0.012878 -1.049079 0.242769 -0.2 1.3 0.3 0.00
C -1.126153 -1.177878 -0.699760 -0.8 -2.0 0.3 0.00
C -2.108522 -0.045264 -0.719142 0.1 1.4 -0.4 -0.03
Pm -0.814866 2.030022 -0.160204 0.6 -1.2 -0.3 5.04
H 3.011360 -0.926565 -1.327425 -0.1 0.2 0.2 0.00
H 1.817362 -1.858258 0.682330 -0.2 0.0 -0.2 0.00
H 1.080223 -2.443974 -0.825888 0.2 0.2 0.2 0.00
H -1.722597 -2.013555 -0.307704 0.5 -0.3 -0.1 0.00
H -0.695111 -1.548579 -1.643854 -0.3 0.7 0.0 0.00
H -2.587525 0.035829 -1.709962 0.3 0.0 0.2 0.00
H -2.941961 -0.205987 -0.017838 0.3 -0.1 -0.1 0.00
```
Positions in Å, forces in eV/Å.

Results
orbital gap (spin up / spin down): 0.242 / 0.261 Ha
relative energy (zero: lowest compared OMol25 entry of this formula, charge and spin): 0.000 eV
⟨S²⟩: 8.76
multiplicity: 6
net charge: +1
LUMO (spin up / spin down): -4.5193 / -4.4393 eV
E: -24901.1360 eV